Computed, not measured: C35H39I2N8NaO3S2 as an isolated structure, with ωB97M-V/def2-TZVPD.

Output
Total energy = -3575.02201 Ha
HOMO-LUMO gap = 6.92 eV
Energy above the lowest of the compared OMol25 structures with the same formula, charge and spin = 0.00 kJ/mol
Spin multiplicity = 1

XYZ file:
```
90
Properties=species:S:1:pos:R:3:mulliken_charge:R:1
I 4.89948 2.52610 -4.88992 0.01
I 4.89602 -1.94956 -0.96228 -0.03
S -1.35390 -3.26288 -2.57678 -0.07
S -0.09756 -3.45091 2.39891 -0.19
Na -0.25176 -0.65983 0.01309 0.93
O 1.94235 -0.87550 -0.58123 -0.13
O -0.56238 -2.15365 1.81555 -0.05
O -1.20792 -2.26537 -1.47167 -0.27
N 1.27133 2.65399 3.75397 -0.66
N -3.83269 2.35350 0.86991 0.05
N 0.66776 0.68782 1.89087 1.15
N -4.54629 0.14927 1.62045 0.13
N 0.11087 1.49898 5.38249 -0.49
N 0.53129 1.09132 -1.84261 1.06
N -2.49899 0.39324 0.32496 1.29
N -4.66127 0.72535 -0.74167 0.08
C -4.47802 1.57877 1.93327 -0.71
C 2.05749 -4.07875 3.92107 -0.74
C -0.61118 -4.82682 -2.02161 -0.93
C 2.42982 -2.31759 2.29757 0.56
C 0.22753 0.60972 3.12970 -0.69
C 0.10640 -4.58295 0.99686 -0.71
C 0.93200 -2.06417 -3.51345 0.40
C -5.28610 -0.00446 0.36445 -0.63
C 2.53432 -0.16351 -1.44399 -0.78
C -2.48399 1.82003 0.67782 -0.73
C 1.72172 2.70705 2.50189 -0.67
C -3.29561 0.22306 -0.90039 -0.85
C 1.72323 2.68537 -3.79172 -1.03
C 0.80229 -4.80205 -1.44551 -1.22
C 1.62545 -2.15649 -5.81380 -0.75
C 0.53239 1.60166 4.07970 0.29
C 1.60857 -3.26475 2.88801 0.49
C -0.14304 2.01684 -2.47486 -0.37
C -4.58780 2.14012 -0.36840 -0.70
C 1.84283 0.90917 -2.15762 0.06
C 1.43089 1.73564 1.56358 -0.36
C 4.19996 -3.00711 3.78198 -0.61
C 1.83253 -1.72026 -4.51186 -0.52
C 4.51678 0.41847 -2.79687 -0.29
C 3.87130 -0.35648 -1.83209 -0.67
C 0.51743 -2.93315 -6.13024 -0.65
C 3.73296 -2.19280 2.75954 -1.08
C -0.39284 -3.27301 -5.14097 -0.52
C -3.18143 -0.33580 1.40618 -0.68
C -0.16622 -2.84118 -3.84076 0.50
C 2.49469 1.69062 -3.14634 1.15
C 3.36636 -3.95563 4.36081 -0.57
C 0.99677 -4.06278 -0.11815 0.79
C 3.85452 1.42754 -3.44892 -0.28
C 0.41060 2.84992 -3.46341 -1.31
H -5.49121 1.95761 2.08318 0.35
H -5.33162 -1.06470 0.10802 0.31
H 0.45637 -5.53108 1.41391 0.47
H 1.38460 -4.79077 4.38559 0.44
H 2.69537 -1.11067 -4.27275 0.35
H -0.35961 -0.26564 3.38953 0.15
H 5.21838 -2.90012 4.13274 0.40
H 5.54962 0.20660 -3.03934 0.38
H 0.83114 -2.99886 -0.26890 -0.61
H -5.60091 2.52507 -0.23486 0.34
H -1.98433 2.37825 -0.11587 0.08
H -1.27606 -3.85513 -5.37826 0.45
H 1.06245 -1.73905 -2.48864 0.20
H 2.04430 -4.16192 0.17276 0.51
H -1.91155 1.94796 1.59910 0.16
H -1.18826 2.13116 -2.20496 0.24
H 3.72854 -4.58449 5.16352 0.40
H 1.80441 1.78238 0.54962 0.26
H -0.92782 -4.71889 0.67291 0.41
H 2.07819 -1.69740 1.48183 0.35
H 2.18551 3.30416 -4.54903 0.15
H 0.17326 2.34684 5.92117 0.27
H 1.10349 -5.84886 -1.33115 0.47
H 0.35459 -3.25976 -7.14892 0.39
H 2.32901 -1.88099 -6.58884 0.43
H -3.31664 -0.83702 -1.15448 0.31
H -6.30348 0.36675 0.50512 0.37
H 1.48602 -4.37174 -2.18030 0.35
H -3.20245 -1.39699 1.15438 0.10
H -2.60933 -0.21562 2.32728 0.07
H 4.38774 -1.46301 2.30230 0.56
H -0.67701 0.90827 5.58184 0.22
H -0.64872 -5.46648 -2.90756 0.60
H -2.80912 0.75845 -1.71801 0.04
H -1.34340 -5.22504 -1.31606 0.49
H -4.10707 2.69594 -1.17655 0.36
H 2.33289 3.56347 2.24232 0.40
H -3.91398 1.71341 2.85917 0.33
H -0.20094 3.59882 -3.94778 0.47
```



Computed, not measured: a 2-piece molecular cluster, C35H39N4O3 overall at a distorted geometry, with ωB97M-V/def2-TZVPD.

Output
Total energy = -1801.67319 Ha
HOMO-LUMO gap = 6.15 eV
Total charge = +1
Energy above the lowest of the compared OMol25 structures with the same formula, charge and spin = 0.00 kJ/mol
Spin multiplicity = 1

XYZ file:
```
81
Properties=species:S:1:pos:R:3:mulliken_charge:R:1
O -3.26867 2.92947 -4.57232 -0.63
O -1.51884 -3.99550 1.60070 -0.66
O -2.40294 0.47514 -0.76690 -0.64
N 1.08291 -1.56774 1.02388 0.62
N 0.62311 -3.86426 0.75760 0.26
N -2.46144 1.67933 -2.77397 0.39
N -0.83039 3.20137 -0.87420 -0.23
C -6.04263 2.04773 -3.41214 -0.54
C 5.54287 2.49195 -0.06344 -0.36
C 2.93516 -0.11521 0.51717 0.97
C -4.46946 1.08545 -1.85289 0.30
C -3.00711 1.00562 -1.67562 0.17
C -1.04124 1.89280 -2.97005 -1.26
C 3.59438 1.09439 0.47688 -0.86
C -3.44997 2.23596 -3.59243 0.36
C 1.69053 -2.84929 0.51987 0.17
C -7.06645 1.53277 -2.64263 -0.47
C 6.89755 0.27830 -1.05024 -0.82
C 0.72938 -5.27920 0.44026 -1.00
C 5.63082 0.13079 -0.54883 -0.32
C 0.36557 3.70714 -0.16678 -0.04
C -2.91816 -1.13099 3.04792 -0.24
C 6.81257 2.62582 -0.56940 -0.78
C -1.99907 -2.70084 4.59223 -0.35
C -0.59681 3.20729 -2.34564 0.45
C 7.49317 1.52708 -1.06611 -0.35
C -4.35525 -2.32324 4.53509 -0.45
C 1.30860 4.26965 -1.23427 -0.44
C 1.94800 -2.77588 -0.98179 -1.59
C -0.28961 -1.87078 1.53919 0.32
C -5.49949 0.57260 -1.08642 -0.31
C -1.80941 -1.78025 3.56965 0.38
C -3.26369 -2.97277 5.07026 -0.73
C -6.79745 0.80636 -1.49183 -0.61
C -0.44039 -1.50941 3.01779 -0.81
C -4.18290 -1.40005 3.52612 -0.71
C 4.91131 1.23384 -0.04113 0.78
C 0.89952 3.54342 -2.52737 -0.89
C -0.52558 -3.35890 1.32077 0.35
C 1.66300 -0.33033 0.99718 0.30
C 2.91596 -3.23097 1.34402 -1.55
C -4.73813 1.82057 -3.00697 0.02
H 2.63149 -3.36744 2.38678 0.36
H -5.27282 0.00682 -0.19886 0.68
H -0.50998 1.05603 -2.51535 0.35
H -6.23776 2.61417 -4.30759 0.50
H 1.09895 0.50662 1.36400 0.36
H -7.61189 0.42217 -0.90304 0.42
H 7.28196 3.59539 -0.57872 0.40
H 2.63128 -1.97843 -1.26084 0.37
H -2.79009 -0.43275 2.23894 0.52
H 3.46662 -0.96579 0.14426 -0.92
H 5.19428 -0.85135 -0.54531 0.38
H 3.09922 1.96753 0.86368 0.50
H 3.69874 -2.47811 1.31480 0.35
H -1.19420 4.01625 -2.79103 0.21
H 0.10699 4.44278 0.60456 0.41
H 1.00823 -2.60302 -1.50586 0.38
H 1.16896 5.35260 -1.33397 0.30
H 0.87784 -5.42572 -0.62743 0.31
H -1.01363 -1.31231 0.92966 0.10
H -0.83660 1.86900 -4.04291 0.26
H -8.08786 1.69842 -2.93895 0.41
H -1.15457 -3.22739 5.00231 0.35
H 2.36098 4.10656 -0.97208 0.24
H -0.19110 -5.78103 0.72962 0.40
H 0.30149 -2.07066 3.59325 0.45
H 8.48672 1.63893 -1.46281 0.41
H -0.18897 -0.45779 3.17539 0.41
H 1.08852 4.14774 -3.42135 0.39
H 2.36983 -3.71329 -1.33718 0.49
H 1.55557 -5.73515 0.98196 0.32
H -5.34507 -2.54236 4.89816 0.40
H 5.01682 3.34800 0.32477 0.41
H 3.34143 -4.16419 0.98233 0.50
H 0.82294 2.85203 0.34121 -0.46
H -1.69939 3.67956 -0.62015 0.29
H 7.42177 -0.58387 -1.42954 0.42
H -5.03547 -0.88958 3.10790 0.41
H -3.40201 -3.69729 5.85685 0.39
H 1.47144 2.61766 -2.63063 0.35
```



energy above the lowest of the compared OMol25 structures with the same formula, charge and spin of number 1 (C35H39I2N8NaO3S2)?
0.00 kJ/mol